# 1
A structure of composition C28H33IrN8O4S at a distorted geometry, computed with ωB97M-V/def2-TZVPD.

Element x y z (Å)
Ir 0.6499 -0.0901 0.3901
C 1.3646 1.1847 -3.6352
O 0.6046 0.3512 -2.7593
C 0.1971 -0.8377 -3.2056
C 0.2700 -1.2118 -4.5467
C -0.2619 -2.4130 -4.9657
C -0.8892 -3.2714 -4.0593
C -0.9466 -2.9358 -2.7345
C -0.3769 -1.7301 -2.2542
N -0.3577 -1.4460 -0.8918
N -0.8794 -2.4100 -0.1904
C -1.3001 -2.2959 1.0657
C -1.6722 -1.0200 1.6988
O -1.2905 0.0838 1.2003
C -2.5245 -1.0396 2.8388
C -2.8598 -2.2140 3.4211
C -2.4268 -3.4869 2.9116
C -2.7824 -4.6701 3.5595
C -2.3759 -5.8916 3.0531
C -1.6105 -5.9416 1.8914
C -1.2486 -4.7789 1.2359
C -1.6527 -3.5363 1.7344
H 2.2801 0.6779 -3.9433
H 1.6029 2.0693 -3.0544
H 0.7844 1.4671 -4.5150
H 0.7359 -0.5574 -5.2672
H -0.1982 -2.6846 -6.0110
H -1.3166 -4.2029 -4.4021
H -1.4094 -3.6047 -2.0267
H -2.8310 -0.0861 3.2470
H -3.4657 -2.2110 4.3199
H -3.3822 -4.6230 4.4596
H -2.6536 -6.8067 3.5578
H -1.2936 -6.8978 1.4974
H -0.6458 -4.8258 0.3401
C 3.7001 3.4595 -0.1070
N 3.0328 2.1734 -0.2569
C 3.6452 1.0147 -0.3555
N 4.9745 0.9424 -0.4041
S 2.7668 -0.4753 -0.4520
H 2.9593 4.1794 0.2315
H 4.1228 3.8051 -1.0522
H 4.4883 3.4002 0.6448
H 2.0109 2.1639 -0.3009
H 5.5507 1.7616 -0.5068
H 5.4197 0.0408 -0.4381
N 2.8520 -0.4816 5.1650
C 2.3682 0.3769 4.2465
C 1.9031 -0.0639 2.9928
N 1.4408 0.8017 2.0921
C 1.4333 2.1058 2.3989
C 1.8833 2.5114 3.6453
N 2.3406 1.6744 4.5602
H 2.9235 -1.4669 4.9941
H 3.1756 -0.1124 6.0428
H 1.9237 -1.1114 2.7189
H 1.0741 2.8090 1.6643
H 1.8682 3.5630 3.9045
O 0.2004 4.0820 0.3095
C -0.3148 3.1110 -0.2116
O 0.2734 2.0261 -0.5876
C -1.8207 3.1512 -0.5327
N -2.1995 1.7882 -1.0602
C -3.0118 1.9739 -2.3037
C -2.3944 3.2284 -2.8981
C -2.1783 4.1233 -1.6731
H -2.3777 3.3589 0.3775
H -2.6356 1.2046 -0.3489
H -1.2741 1.3609 -1.2697
H -4.0473 2.1370 -2.0080
H -2.9457 1.0784 -2.9179
H -3.0414 3.6838 -3.6438
H -1.4446 2.9850 -3.3794
H -3.0924 4.6628 -1.4296
H -1.3902 4.8597 -1.8109

Total charge: +2
HOMO energy (alpha / beta) (eV): -12.414 / -12.566
Total energy (eV): -63342.96322
Gap between HOMO and LUMO (alpha / beta) (eV): 4.40 / 4.75
F_max (eV Å⁻¹): 1.89
Energy above the lowest of the compared OMol25 structures with the same formula, charge and spin (eV): 3.5676

# 2
A structure of composition C31H52CsN2OPS3Se4, computed with ωB97M-V/def2-TZVPD.

Element x y z (Å)
Cs 1.2913 -0.9462 2.7334
C -3.1917 -2.1630 4.0374
C -4.4732 -2.0552 3.2076
S -4.3174 -0.9840 1.7391
C -4.9159 -2.0937 0.4255
C -4.1296 -3.3822 0.2061
S -2.3656 -3.0926 -0.1677
C -1.5232 -4.2311 0.9732
C -1.8918 -4.1355 2.4463
S -1.6622 -2.4566 3.1187
H -3.3048 -2.9478 4.7867
H -3.0012 -1.2198 4.5633
H -5.2565 -1.6251 3.8328
H -4.8110 -3.0328 2.8598
H -4.8726 -1.4794 -0.4757
H -5.9633 -2.3293 0.6295
H -4.5663 -3.9189 -0.6389
H -4.1805 -4.0306 1.0783
H -0.4630 -3.9817 0.8655
H -1.6786 -5.2505 0.6142
H -1.2226 -4.8016 2.9923
H -2.9198 -4.4433 2.6412
Se 2.5903 2.4275 4.8259
Se 0.7469 2.3442 6.1960
Se -0.8769 1.2976 4.8095
Se -2.7401 0.9939 6.1066
C 3.1917 -6.5251 1.7184
C 2.3627 -6.2860 2.8072
C 1.7016 -5.0659 2.9280
C 1.8240 -4.0039 2.0085
C 2.6804 -4.3062 0.9308
C 3.3423 -5.5223 0.7703
H 3.7199 -7.4681 1.6210
H 2.2381 -7.0565 3.5655
H 1.0581 -4.9385 3.8016
H 2.8509 -3.5485 0.1640
H 3.9791 -5.6906 -0.0967
C 0.3817 3.4503 -2.6432
C -1.0632 3.3735 -2.1296
C -2.0401 3.5837 -3.2846
P -1.1856 1.8312 -1.0479
C -1.9393 0.4542 -2.0699
C -1.0058 0.0785 -3.2231
C -3.3848 0.5730 -2.5494
C -2.6025 2.1946 0.1237
C -2.0091 2.6214 1.4689
C -3.6699 3.1921 -0.3200
H 0.5401 4.3562 -3.2379
H 0.6212 2.5894 -3.2723
H 1.0868 3.4626 -1.8108
H -1.2000 4.1907 -1.4124
H -1.9383 2.7934 -4.0296
H -1.8202 4.5339 -3.7827
H -3.0753 3.6131 -2.9491
H -1.8998 -0.3668 -1.3435
H -1.0178 0.8348 -4.0120
H -1.3136 -0.8732 -3.6666
H 0.0168 -0.0323 -2.8631
H -3.5034 1.3611 -3.2927
H -4.0689 0.7699 -1.7227
H -3.6845 -0.3731 -3.0135
H -3.0695 1.2166 0.2716
H -1.4556 3.5608 1.3784
H -1.3262 1.8663 1.8504
H -2.7937 2.7596 2.2160
H -3.2466 4.1909 -0.4485
H -4.4362 3.2521 0.4571
H -4.1608 2.9016 -1.2502
C 4.0754 2.1070 1.2085
C 3.4173 2.9723 0.1374
N 4.1240 2.9738 -1.1489
C 4.9717 4.1287 -1.4371
C 4.3617 5.0423 -2.4978
C 4.2402 1.9214 -2.0077
O 4.9889 2.0035 -2.9829
C 3.4826 0.6481 -1.8005
C 3.9713 -0.4805 -2.4736
C 3.2838 -1.6763 -2.4185
C 2.1017 -1.7333 -1.6894
N 1.6312 -0.6776 -1.0377
C 2.2980 0.4655 -1.0954
H 3.4950 2.1523 2.1333
H 5.0860 2.4650 1.4153
H 4.1376 1.0663 0.8893
H 3.3912 4.0041 0.4836
H 2.3792 2.6812 0.0037
H 5.9417 3.7749 -1.7858
H 5.1188 4.6758 -0.5064
H 4.2862 4.4990 -3.4379
H 4.9888 5.9237 -2.6460
H 3.3643 5.3663 -2.1953
H 4.8911 -0.3855 -3.0325
H 3.6532 -2.5539 -2.9323
H 1.5111 -2.6396 -1.6177
H 1.8230 1.2652 -0.5435

Total charge: -2
HOMO energy (eV): -0.349
Total energy (eV): -341747.82672
Gap between HOMO and LUMO (eV): 3.77
F_max (eV Å⁻¹): 0.80
Energy above the lowest of the compared OMol25 structures with the same formula, charge and spin (eV): 0.6314

Which formula does entry 2 have? C31H52CsN2OPS3Se4